w.
The following is a DFT calculation (ωB97M-V/def2-TZVPD) of a 2-piece molecular cluster, C4H10OS overall.

* structure (SMILES): C=CO.CSC
* charge: 0
* E_HOMO: -8.5 eV
* LUMO level: 0.9 eV

```
16
Properties=species:S:1:pos:R:3:mulliken_charge:R:1
C 0.8116 -0.8847 -1.9360 -0.60
C 0.6597 -1.2865 -3.2172 0.07
O -0.4326 -0.8501 -4.0570 -0.48
H 1.7858 -0.9208 -1.5151 0.21
H 0.0588 -0.5471 -1.2438 0.19
H 1.2989 -2.0083 -3.7335 0.27
H -0.0671 -1.0534 -4.9743 0.35
C 0.7054 1.6163 1.6998 -0.79
S -0.0686 -0.0188 1.8526 -0.08
C -1.5355 -0.0067 2.8786 -0.85
H 0.0739 2.4671 2.0288 0.30
H 0.8386 1.9263 0.6702 0.29
H 1.6684 1.6007 2.2542 0.27
H -1.6924 -0.8886 3.5061 0.30
H -1.7106 0.8412 3.5717 0.30
H -2.3943 0.0134 2.2148 0.27
```

x.
The following is a DFT calculation (ωB97M-V/def2-TZVPD) of a 2-piece molecular cluster, C4H10OS overall.

* structure (SMILES): C=CO.CSC
* charge: 0
* E_HOMO: -8.6 eV
* LUMO level: 0.7 eV

```
16
Properties=species:S:1:pos:R:3:mulliken_charge:R:1
C -0.7597 -3.2960 0.8738 -0.68
C -0.3161 -2.2745 1.5851 0.08
O -1.0437 -1.6272 2.5578 -0.45
H -0.0487 -3.9671 0.4168 0.24
H -1.7618 -3.3551 0.4700 0.23
H 0.7444 -2.0193 1.5548 0.26
H -0.7986 -0.6965 2.4685 0.32
C -0.6934 2.6910 -1.3131 -0.78
S -0.1031 1.0206 -1.6898 -0.07
C 1.5647 1.1273 -0.9863 -0.87
H -0.0610 3.0047 -0.4782 0.23
H -1.7175 2.5633 -0.9689 0.30
H -0.6228 3.5101 -2.0291 0.30
H 2.1180 1.9687 -1.3853 0.33
H 1.4347 1.1727 0.0932 0.27
H 2.0644 0.1774 -1.1695 0.29
```

Last place for stability: w

w.
The following is a DFT calculation (ωB97M-V/def2-TZVPD) of CH10N5 as an isolated structure.

* charge: +1
* E_HOMO: -13.1 eV
* LUMO level: -2.7 eV

```
16
Properties=species:S:1:pos:R:3:mulliken_charge:R:1
C 0.3070 -0.1935 0.5975 -0.13
N -1.0703 1.0678 2.1113 -0.60
N 0.8904 -1.5373 -1.1223 -0.49
N 0.0444 0.1814 1.8439 -0.02
N 1.1235 -1.1847 0.2453 -0.09
N -0.6501 0.9870 -2.0591 -0.70
H -0.2429 0.4807 -0.8639 0.44
H -1.3318 0.8148 3.1037 0.26
H -0.8659 2.0596 2.0663 0.27
H 0.3331 -2.3669 -1.2287 0.24
H 1.7755 -1.7810 -1.5319 0.25
H 0.3496 -0.1737 2.7641 0.27
H 1.5251 -1.8273 0.9935 0.26
H -1.3877 0.4269 -2.4484 0.32
H 0.2390 1.0023 -2.5127 0.35
H -1.0389 2.0439 -1.9585 0.37
```

x.
The following is a DFT calculation (ωB97M-V/def2-TZVPD) of CH10N5 as an isolated structure.

* charge: +1
* E_HOMO: -13.3 eV
* LUMO level: -2.7 eV

```
16
Properties=species:S:1:pos:R:3:mulliken_charge:R:1
C -1.5728 -1.6607 1.7563 -0.15
N -1.8732 1.7957 -1.3041 -0.75
N -0.9341 -0.2600 -0.0569 -0.69
N -1.2415 -0.9445 0.9349 0.30
N 2.0853 -1.5376 0.8274 -0.48
N 1.8065 -0.7732 -0.3447 -0.57
H -1.8864 -2.1750 2.6420 0.52
H -2.8347 1.9126 -1.2074 0.30
H -1.3653 2.7123 -1.1176 0.33
H 0.1269 -0.2996 -0.4146 0.43
H -1.4879 0.7173 -0.6113 0.48
H 1.9462 -1.0387 1.6138 0.20
H 3.0328 -1.8090 0.9074 0.23
H 2.6337 -0.2614 -0.5756 0.23
H 1.5860 -1.5316 -1.0420 0.30
H -1.6700 1.6579 -2.2684 0.32
```

Last place for stability: x

w.
The following is a DFT calculation (ωB97M-V/def2-TZVPD) of one molecule with the formula C3H3NO2S.

* charge: 0
* spin multiplicity: 3
* E_HOMO (alpha / beta): -6.6 / -9.8 eV
* LUMO level (alpha / beta): 0.3 / -2.7 eV
* expectation value of S²: 2.01

```
10
Properties=species:S:1:pos:R:3:mulliken_charge:R:1
C 0.0519 0.1241 -1.4001 0.46
C -0.1563 0.5379 -3.7181 0.75
C 0.1074 -0.0217 0.0527 -0.95
N 0.4609 0.6240 -2.4178 -0.45
O 0.1948 1.2757 -4.5905 -0.47
O -1.0072 -0.4188 -3.8862 -0.24
S -1.7041 -1.3828 -2.7665 0.07
H 0.5613 0.8739 0.5550 0.26
H 0.4761 -0.8762 0.5568 0.34
H -0.9973 -0.1299 0.2260 0.24
```

x.
The following is a DFT calculation (ωB97M-V/def2-TZVPD) of C3H3NO2S as an isolated structure.

* charge: 0
* spin multiplicity: 3
* E_HOMO (alpha / beta): -5.8 / -10.0 eV
* LUMO level (alpha / beta): 0.5 / -3.2 eV
* expectation value of S²: 2.01

```
10
Properties=species:S:1:pos:R:3:mulliken_charge:R:1
C -0.1272 -0.9458 -1.2610 -0.53
C 2.1466 2.6446 2.7347 0.71
C -0.9380 -0.6872 -0.0943 0.23
N -1.1532 -0.2635 -1.4950 -0.43
O 2.7382 2.0039 3.4690 -0.34
O 1.5252 3.2857 2.0105 -0.37
S -0.4102 0.6150 1.0689 -0.17
H 0.5965 -1.3591 -1.8644 0.46
H -1.9695 -1.5591 0.1608 0.24
H -0.8332 1.5080 0.1424 0.19
```

Last place for stability: x

w.
The following is a DFT calculation (ωB97M-V/def2-TZVPD) of an isolated ion of composition C4H9N2O and charge +1.

* charge: +1
* spin multiplicity: 3
* E_HOMO (alpha / beta): -10.5 / -14.4 eV
* LUMO level (alpha / beta): -3.5 / -7.0 eV
* expectation value of S²: 2.02

```
16
Properties=species:S:1:pos:R:3:mulliken_charge:R:1
C -2.0402 -0.0407 -0.3485 -0.31
C -0.2044 -0.6829 -1.7031 -1.46
C 0.1771 -0.0381 0.5853 -0.10
C -0.5828 -0.0491 -0.6609 0.79
N 0.7809 1.3041 0.8218 -0.25
N 1.1839 -0.9541 0.6971 -0.52
O -2.2947 0.6022 0.6065 -0.24
H -2.6801 -0.6395 -0.9307 0.48
H 0.9200 -1.0146 -1.8861 0.09
H -0.6709 -0.8290 -2.5629 0.53
H -0.6125 -0.1054 1.2503 0.68
H 0.1434 2.0176 1.1098 0.34
H 1.2091 1.6821 0.0507 0.31
H 1.5423 1.2248 1.5073 0.34
H 1.7468 -1.0539 -0.0828 0.12
H 1.3822 -1.4235 1.5464 0.22
```

x.
The following is a DFT calculation (ωB97M-V/def2-TZVPD) of an isolated ion of composition C4H9N2O and charge +1.

* charge: +1
* spin multiplicity: 3
* E_HOMO (alpha / beta): -12.0 / -13.9 eV
* LUMO level (alpha / beta): -5.2 / -6.8 eV
* expectation value of S²: 2.01

```
16
Properties=species:S:1:pos:R:3:mulliken_charge:R:1
C -1.4027 0.7848 0.0099 0.15
C -0.7721 -0.2145 -0.8274 -0.55
C 0.7812 -0.3784 -0.4912 0.35
C 1.1435 -1.3131 0.6489 -1.06
N 1.2207 0.9776 -0.4252 -0.39
N -2.6393 0.8720 0.4832 -0.26
O 2.2028 1.1188 0.3728 -0.29
H -1.2080 -1.1001 -1.0964 0.51
H -0.6907 0.4295 -1.7983 0.31
H 1.3274 -0.6758 -1.4188 0.35
H 0.1787 -1.6457 1.1481 0.30
H 1.7582 -0.7085 1.4201 0.31
H 1.7579 -2.2046 0.4269 0.29
H -3.4289 0.1862 0.5951 0.30
H -2.7731 1.8365 0.6863 0.31
H 2.5444 2.0354 0.2658 0.39
```

Last place for stability: x